# 1
Below is 2 unconnected molecules or ions with the total composition C22H23N4O8 in a non-equilibrium geometry, with properties calculated with ωB97M-V/def2-TZVPD.

## Properties
Total charge ... -1
Molecular weight ... 471.45 g/mol
Spin multiplicity ... 1
HOMO ... -0.186 Eh
Calculated total energy ... -45523.6649 eV

Last column: natural (NBO) charge in e.
CARTESIAN COORDINATES (ANGSTROEM)
C: 3.98 -4.46 0.38  -0.723
C: 4.51 -3.38 -0.62  0.812
O: 4.32 -3.49 -1.80  -0.549
O: 5.26 -2.33 -0.03  -0.556
C: 6.04 -1.66 -0.99  0.827
O: 6.88 -2.19 -1.67  -0.527
C: 5.79 -0.10 -1.14  -0.535
C: 4.29 0.29 -0.86  -0.041
C: 3.34 0.63 -1.97  -0.213
C: 1.96 1.01 -1.66  -0.018
C: 1.04 1.35 -2.88  -0.527
C: -0.35 0.64 -2.86  0.808
O: -1.35 1.27 -3.13  -0.581
O: -0.53 -0.70 -2.51  -0.715
C: 1.48 1.07 -0.23  0.181
N: 0.16 1.45 -0.03  -0.458
C: -0.20 1.43 1.28  0.233
C: -1.67 1.79 1.67  -0.472
C: -2.33 2.89 0.74  -0.399
C: -3.55 2.34 -0.13  -0.406
C: -4.65 1.60 0.76  -0.214
N: -5.02 0.34 0.09  -0.353
C: -6.20 0.19 -0.61  -0.058
C: -6.36 -1.13 -1.22  -0.335
C: -5.08 -1.79 -0.79  -0.295
C: -4.29 -0.87 0.03  -0.102
C: 0.76 1.07 2.38  0.031
N: 2.07 0.74 2.24  -0.363
C: 2.39 0.74 0.88  0.097
C: 3.80 0.36 0.51  -0.187
H: 3.01 -4.15 0.84  0.264
H: 3.94 -5.45 -0.14  0.243
H: 4.73 -4.51 1.23  0.232
H: 6.42 0.42 -0.37  0.247
H: 6.11 0.26 -2.16  0.247
H: 3.71 0.62 -3.03  0.214
H: 0.95 2.46 -3.04  0.254
H: 1.57 0.98 -3.81  0.236
H: -1.25 -0.68 -1.85  0.508
H: -1.69 2.15 2.73  0.241
H: -2.26 0.82 1.67  0.248
H: -2.79 3.68 1.42  0.190
H: -1.59 3.40 0.06  0.228
H: -4.01 3.22 -0.65  0.205
H: -3.11 1.60 -0.86  0.230
H: -5.58 2.25 0.72  0.207
H: -4.35 1.47 1.83  0.223
H: -6.96 1.01 -0.69  0.202
H: -7.20 -1.48 -1.85  0.227
H: -4.84 -2.84 -1.08  0.220
H: -3.31 -1.08 0.51  0.243
H: 0.34 1.08 3.43  0.269
H: 4.51 0.09 1.34  0.225
N: -0.72 -1.12 4.49  0.712
O: -1.33 -1.35 3.42  -0.570
O: -0.23 -2.04 5.15  -0.527
O: -0.60 0.07 4.88  -0.581

# 2
Below is 4 unconnected molecules or ions with the total composition C22H24BClF24NO6, with properties calculated with ωB97M-V/def2-TZVPD.

## Properties
Total charge ... +1
Molecular weight ... 900.65 g/mol
Spin multiplicity ... 1
HOMO ... -0.477 Eh
Calculated total energy ... -115392.7820 eV

Last column: Mulliken charge in e.
CARTESIAN COORDINATES (ANGSTROEM)
C: 1.47 -1.63 0.00  -0.999
B: 1.62 -1.68 -1.55  0.439
O: 1.38 -2.85 -2.19  -0.538
C: 2.07 -0.42 -2.47  0.555
C: 3.52 0.14 -2.31  -0.962
C: 3.43 1.32 -3.27  0.085
Cl: 4.66 2.55 -3.17  -0.145
N: 2.09 1.83 -2.87  -0.087
C: 1.33 0.89 -2.42  -0.217
C: -0.05 1.18 -1.92  -0.989
C: -1.05 0.10 -2.32  0.621
O: -1.35 -0.80 -1.60  -0.507
O: -1.52 0.30 -3.55  -0.527
H: 1.65 -0.66 0.47  0.369
H: 0.47 -1.98 0.26  0.310
H: 2.16 -2.37 0.43  0.362
H: 1.69 -2.84 -3.11  0.327
H: 1.96 -0.71 -3.53  0.208
H: 3.56 0.59 -1.31  0.310
H: 4.36 -0.54 -2.45  0.385
H: 3.36 0.95 -4.30  0.333
H: 1.87 2.82 -2.96  0.321
H: -0.01 1.19 -0.82  0.353
H: -0.36 2.17 -2.25  0.554
H: -2.18 -0.40 -3.73  0.438
C: -4.39 0.25 0.10  -0.942
C: -4.36 1.24 1.26  1.014
C: -5.68 1.63 1.94  0.067
F: -6.52 2.22 1.07  -0.228
F: -5.40 2.52 2.93  -0.251
F: -3.67 2.35 0.90  -0.298
F: -3.64 0.63 2.25  -0.301
O: -4.34 0.76 -1.22  -0.386
C: -5.48 1.11 -1.92  0.766
C: -5.50 2.61 -2.28  0.251
F: -5.39 3.37 -1.17  -0.212
F: -6.67 2.88 -2.88  -0.259
F: -6.60 0.73 -1.29  -0.290
F: -5.42 0.45 -3.10  -0.310
H: -3.46 -0.31 0.19  0.471
H: -5.20 -0.48 0.22  0.344
H: -6.16 0.75 2.37  0.323
H: -4.67 2.84 -2.95  0.214
C: -2.83 2.90 5.45  -0.787
C: -3.67 1.73 5.99  0.969
C: -5.12 2.01 6.39  0.194
F: -5.19 2.89 7.40  -0.242
F: -5.68 0.85 6.81  -0.268
F: -3.02 1.10 6.99  -0.282
F: -3.77 0.85 4.94  -0.285
O: -1.94 3.54 6.34  -0.426
C: -2.31 4.61 7.11  0.798
C: -2.19 4.31 8.61  0.200
F: -2.93 3.24 8.94  -0.218
F: -2.64 5.38 9.29  -0.251
F: -3.53 5.08 6.79  -0.286
F: -1.42 5.60 6.85  -0.307
H: -2.17 2.43 4.72  0.363
H: -3.46 3.61 4.91  0.439
H: -5.69 2.38 5.53  0.171
H: -1.14 4.13 8.87  0.238
C: 7.27 -4.61 -2.50  -0.711
C: 7.74 -5.53 -3.64  0.869
C: 8.13 -4.88 -4.97  0.073
F: 7.09 -4.21 -5.50  -0.218
F: 8.50 -5.85 -5.83  -0.260
F: 6.82 -6.50 -3.85  -0.268
F: 8.88 -6.12 -3.18  -0.316
O: 5.86 -4.48 -2.30  -0.338
C: 5.10 -3.56 -2.93  0.743
C: 4.01 -4.21 -3.81  0.208
F: 4.53 -4.97 -4.76  -0.213
F: 3.30 -3.19 -4.40  -0.300
F: 5.81 -2.64 -3.60  -0.308
F: 4.40 -2.87 -1.98  -0.276
H: 7.60 -5.11 -1.59  0.403
H: 7.76 -3.64 -2.54  0.327
H: 8.97 -4.20 -4.82  0.300
H: 3.34 -4.79 -3.18  0.296

We obtain gap between HOMO and LUMO values of 6.9; 8.6 eV for the records listed above, in that order.